*A*
Molecular formula: C5H3NOS
Method: DFT, the ωB97M-V functional and the def2-TZVPD basis

SMILES: O=C1Nc2ccsc21
Molar mass: 125.15 g mol⁻¹
Kohn-Sham gap: 8.53 eV
HOMO: -0.310 hartree

The geometry in ORCA input format:
```
! RIJCOSX wB97M-V def2-TZVPD def2/J DEFGRID3
* xyz 0 1
S 1.31544 2.22112 0.03604
O 4.01211 -0.83987 0.07854
N 1.75439 -1.32766 -0.30186
C -0.42688 0.35004 -0.12091
C 1.93369 0.65232 -0.05652
C 0.83486 -0.21859 -0.04970
C -0.29533 1.69489 -0.09097
C 2.87617 -0.52496 -0.08594
H -1.23817 -0.32507 -0.15918
H 1.53050 -2.22683 0.04744
H -1.16106 2.31592 -0.25703
*
```

*B*
Molecular formula: C5H3NOS
Method: DFT, the ωB97M-V functional and the def2-TZVPD basis

SMILES: C=C1C(=O)N=CC1=S
Molar mass: 125.15 g mol⁻¹
Kohn-Sham gap: 7.75 eV
HOMO: -0.346 hartree

The geometry in ORCA input format:
```
! RIJCOSX wB97M-V def2-TZVPD def2/J DEFGRID3
* xyz 0 1
S 2.58021 -0.07632 -0.11862
O -2.50087 -0.33095 -0.20768
N -0.60267 -1.84717 -0.04558
C -0.31969 1.86777 0.08396
C -1.27971 -0.47252 0.07608
C -0.25856 0.57249 0.31550
C 1.01016 -0.33255 0.13269
C 0.64235 -1.72680 0.07381
H 1.51176 -2.46977 0.26527
H -1.36623 2.41348 -0.31042
H 0.58325 2.40235 -0.26501
*
```

Which of them is the most stable, and which is the least stable? *A* and *B*, in that order.

*A*
Molecular formula: C4H11O
Method: DFT, the ωB97M-V functional and the def2-TZVPD basis

Molar mass: 75.13 g mol⁻¹
Kohn-Sham gap: 5.44 eV
HOMO: -0.066 hartree

The geometry in ORCA input format:
```
! RIJCOSX wB97M-V def2-TZVPD def2/J DEFGRID3
* xyz -1 1
O -2.05439 1.86844 2.01626
C 1.46266 -1.58756 -1.07176
C -1.41832 1.66141 0.85865
C 1.51977 -0.15984 -1.62068
C 0.38927 -1.75313 0.00400
H 1.21568 -2.25984 -1.89727
H 1.34703 0.57676 -0.83084
H -2.05178 1.12068 0.07693
H -0.48608 1.03392 0.87358
H 0.70844 0.02384 -2.32738
H 2.43367 -1.83166 -0.64082
H 0.29738 -2.79832 0.31222
H -0.57404 -1.33737 -0.28023
H 0.70802 -1.26608 0.92929
H 2.47765 0.08144 -2.08063
H -1.05536 2.55684 0.28686
*
```

*B*
Molecular formula: C4H11O
Method: DFT, the ωB97M-V functional and the def2-TZVPD basis

Molar mass: 75.13 g mol⁻¹
Kohn-Sham gap: 5.64 eV
HOMO: -0.067 hartree

The geometry in ORCA input format:
```
! RIJCOSX wB97M-V def2-TZVPD def2/J DEFGRID3
* xyz -1 1
O 2.39706 2.00931 -1.55142
C 0.18485 -1.59629 0.34235
C 1.15347 1.51816 -1.61896
C -0.26097 -0.43768 1.13888
C -1.59960 0.14000 0.90442
H 1.18900 -1.95309 0.61403
H -0.10767 -0.66763 2.27756
H 0.35596 2.13302 -1.05218
H -1.51679 0.43665 -0.18157
H 0.44281 0.44434 1.05663
H 0.54338 -1.33794 -0.64337
H -0.34946 -2.57880 0.07997
H 0.80062 1.39924 -2.65166
H -1.92140 0.80709 1.66434
H -2.38546 -0.75045 0.80440
H 1.07421 0.43409 -1.18342
*
```

Which of them is the most stable, and which is the least stable? *A* and *B*, in that order.

*A*
Molecular formula: CH11N3O3
Method: DFT, the ωB97M-V functional and the def2-TZVPD basis

SMILES: N=C(N)N.O.O.O
Molar mass: 113.12 g mol⁻¹
Kohn-Sham gap: 9.90 eV
HOMO: -0.340 hartree

The geometry in ORCA input format:
```
! RIJCOSX wB97M-V def2-TZVPD def2/J DEFGRID3
* xyz 0 1
O -3.08607 0.34599 0.94789
O -1.40345 1.89505 -0.62991
O 3.36590 0.89040 -0.40988
N 0.55575 0.22881 0.44568
N -0.87043 -1.57273 0.09264
N 1.49163 -1.80893 -0.30876
C 0.45754 -1.07318 0.07503
H 2.42216 -1.42410 -0.16229
H -1.59108 -0.92453 0.23572
H -0.52211 1.50921 -0.37362
H -2.40973 1.05305 1.30909
H -1.77653 1.88825 -1.45011
H 3.61803 1.82573 -0.50558
H -3.22750 0.67438 0.09050
H 2.41302 0.92187 -0.16736
H 0.11890 0.24643 1.42312
H 1.50588 -2.22722 -1.23551
H -1.06190 -2.44849 0.62334
*
```

*B*
Molecular formula: CH11N3O3
Method: DFT, the ωB97M-V functional and the def2-TZVPD basis

SMILES: N=C(N)N.O.O.O
Molar mass: 113.12 g mol⁻¹
Kohn-Sham gap: 10.10 eV
HOMO: -0.346 hartree

The geometry in ORCA input format:
```
! RIJCOSX wB97M-V def2-TZVPD def2/J DEFGRID3
* xyz 0 1
O -3.01821 0.33831 1.09407
O 3.03176 0.96332 -0.69597
O -1.04475 1.80279 -0.96228
N 0.44622 0.27646 0.76564
N -0.76672 -1.66643 0.37344
N 1.47541 -1.61693 -0.22757
C 0.40792 -0.95234 0.34672
H -1.51218 -1.08008 0.73790
H 1.33380 -1.98803 -1.15325
H -0.52449 -2.63648 0.47163
H -0.11349 0.52961 1.56556
H 3.15437 1.90731 -0.80477
H 2.42005 -1.38466 0.01036
H 2.21633 0.81114 -0.19170
H -3.82857 0.10848 0.58704
H -0.36565 1.10906 -0.84892
H -0.59640 2.43888 -1.55099
H -2.71540 1.03959 0.48309
*
```

Which of them is the most stable, and which is the least stable? *B* and *A*, in that order.

*A*
Molecular formula: IO6V3
Method: DFT, the ωB97M-V functional and the def2-TZVPD basis

Molar mass: 375.73 g mol⁻¹
Kohn-Sham gap: 2.86 eV
HOMO: -0.498 hartree

The geometry in ORCA input format:
```
! RIJCOSX wB97M-V def2-TZVPD def2/J DEFGRID3
* xyz 2 1
I 0.23798 -1.35582 -4.20726
V 2.94364 3.18353 0.20827
V 0.16214 -4.31706 0.36054
V -1.23515 1.44321 1.37575
O 1.09968 -2.39585 -0.52773
O -0.20287 1.13022 -2.31558
O -0.41248 -0.89893 2.02371
O -2.78514 1.12481 2.70468
O 0.14063 2.04453 1.95289
O 0.05158 0.04137 -1.57527
*
```

*B*
Molecular formula: IO6V3
Method: DFT, the ωB97M-V functional and the def2-TZVPD basis

Molar mass: 375.73 g mol⁻¹
Kohn-Sham gap: 8.75 eV
HOMO: -0.712 hartree

The geometry in ORCA input format:
```
! RIJCOSX wB97M-V def2-TZVPD def2/J DEFGRID3
* xyz 2 1
I -0.57650 0.35820 -0.15026
V -0.79649 2.52969 -2.09857
V 1.50066 0.13763 1.91946
V -0.43799 -2.42174 -0.46981
O -1.89794 -2.82675 0.11915
O 0.68899 0.35287 3.26133
O 2.05199 -1.39163 2.04559
O 0.54726 -3.45307 0.21887
O -1.36252 3.16791 -3.42617
O 0.28253 3.54688 -1.41959
*
```

Which of them is the most stable, and which is the least stable? *B* and *A*, in that order.

*A*
Molecular formula: C7H13N3
Method: DFT, the ωB97M-V functional and the def2-TZVPD basis

SMILES: C=CC=C=N.CC(C)=NN
Molar mass: 139.20 g mol⁻¹
Kohn-Sham gap: 9.21 eV
HOMO: -0.308 hartree

The geometry in ORCA input format:
```
! RIJCOSX wB97M-V def2-TZVPD def2/J DEFGRID3
* xyz 0 1
N 2.37454 1.25776 1.18488
N -0.69923 2.36177 -0.67892
N -1.43605 1.28064 -0.87994
C 1.81500 -0.01490 -0.83966
C -2.44458 -0.80406 -0.15970
C 1.15509 -1.36606 -0.89173
C 2.25659 0.60992 0.17769
C -1.04595 0.53453 1.46114
C -1.65099 0.41338 0.00248
C 1.69278 -2.48374 -0.45097
H 1.62562 0.52978 -1.79339
H -1.47549 1.42635 1.88849
H 0.30054 -1.31045 -1.46434
H -0.34083 2.57882 -1.65800
H -2.16425 -1.37608 0.63046
H 0.20289 2.35774 -0.06815
H 3.13595 1.27305 1.89187
H 1.08659 -3.31446 -0.59476
H 2.60595 -2.39951 0.11414
H -2.26793 -1.24549 -1.15236
H -3.56668 -0.58441 -0.26812
H -1.24532 -0.38961 2.12463
H 0.08574 0.66503 1.42425
*
```

*B*
Molecular formula: C7H13N3
Method: DFT, the ωB97M-V functional and the def2-TZVPD basis

Molar mass: 139.20 g mol⁻¹
Kohn-Sham gap (spin up / spin down): 8.40 / 8.40 eV
HOMO (spin up / spin down): -0.281 / -0.281 hartree

The geometry in ORCA input format:
```
! RIJCOSX wB97M-V def2-TZVPD def2/J DEFGRID3
* xyz 0 1
N -2.71550 -0.31179 -0.15167
N 1.20341 -0.68963 0.47634
N 2.38656 -0.01600 0.41559
C -0.32976 1.46278 1.09064
C -1.46610 -0.48504 -0.00477
C 1.08764 -1.74156 -0.41159
C -1.09554 -1.97256 0.30913
C -0.05654 -2.37714 -0.55350
C -0.39757 0.51723 -0.07144
C -0.09680 0.96463 -1.40799
H -1.30135 1.96966 1.21038
H -2.07848 -2.55710 -0.04729
H 2.47972 0.67181 1.27386
H 2.48438 0.58246 -0.32356
H 2.00244 -1.88698 -0.93045
H 0.64416 2.09631 1.02684
H -0.22143 0.88416 2.04751
H -0.91100 -2.10331 1.37388
H -0.12992 0.09530 -2.04310
H -0.19272 -3.15862 -1.20684
H -0.87429 1.65205 -1.74302
H 0.82680 1.50818 -1.54317
H -2.99550 0.63149 -0.22011
*
```

Which of them is the most stable, and which is the least stable? *B* and *A*, in that order.

*A*
Molecular formula: C2Cl2F2O
Method: DFT, the ωB97M-V functional and the def2-TZVPD basis

Molar mass: 148.92 g mol⁻¹
Kohn-Sham gap: 9.56 eV
HOMO: -0.352 hartree

The geometry in ORCA input format:
```
! RIJCOSX wB97M-V def2-TZVPD def2/J DEFGRID3
* xyz 0 1
Cl 1.95601 0.24373 1.16573
Cl -2.10702 -0.27541 -0.90707
F -0.07590 1.62149 0.68820
F 0.82402 0.87392 -1.05363
O -0.53235 -2.11536 0.03373
C -0.73847 -0.97623 -0.14225
C 0.67372 0.62785 0.21529
*
```

*B*
Molecular formula: C2Cl2F2O
Method: DFT, the ωB97M-V functional and the def2-TZVPD basis

SMILES: FC1(F)OC1(Cl)Cl
Molar mass: 148.92 g mol⁻¹
Kohn-Sham gap: 9.54 eV
HOMO: -0.331 hartree

The geometry in ORCA input format:
```
! RIJCOSX wB97M-V def2-TZVPD def2/J DEFGRID3
* xyz 0 1
Cl -1.15123 1.68534 0.96876
Cl -0.44893 -1.02060 1.96517
F 0.94071 0.91186 -1.47510
F 1.46580 -1.09333 -0.72704
O -0.76994 -0.43940 -0.63968
C 0.56103 -0.14043 -0.77806
C -0.59745 0.09655 0.68594
*
```

Which of them is the most stable, and which is the least stable? *A* and *B*, in that order.